Below is a structure of composition C19H60BIO11S8Ta, with properties calculated with wB97M-V/def2-TZVPD.

Values from the calculation:
Frontier orbital gap ... 6.3 eV
Net charge ... -1

Last column: Mulliken charge in e.
CARTESIAN COORDINATES (ANGSTROEM)
C  2.7567  -2.2624  3.0914  -1.20
C  1.8743  -3.1826  2.2100  0.18
I  3.0028  -3.6742  0.4079  -0.03
C  1.4784  -4.5054  2.9175  -1.38
Ta  -0.7395  -5.0184  2.3510  0.79
O  -1.3545  -3.3838  3.5657  -0.75
B  -2.4262  -2.6539  3.0488  0.67
O  -2.6218  -2.3154  1.7121  -0.36
O  -3.3882  -2.1816  3.9786  -0.57
H  2.4327  -2.3097  4.1371  0.43
H  2.7553  -1.2215  2.7482  0.17
H  3.7906  -2.6221  3.0729  0.37
H  1.0076  -2.5991  1.9019  0.27
H  1.4913  -4.3293  4.0021  0.30
H  2.0893  -5.3633  2.6328  0.48
H  -0.8443  -6.2504  3.7514  -0.20
H  -2.4635  -5.4212  1.8197  -0.22
H  -0.4832  -3.9323  0.8471  -0.15
H  -0.1568  -6.4284  1.2981  -0.24
H  -1.7954  -2.2415  1.2391  0.19
H  -2.8827  -2.0380  4.7648  0.26
C  -0.3022  0.5122  -1.7439  -0.83
S  0.3677  -0.9593  -2.5434  0.31
O  0.8610  -1.8566  -1.4611  -0.46
C  1.8079  -0.1369  -3.2401  -0.29
H  -1.1993  0.2231  -1.1985  0.40
H  0.4329  0.9204  -1.0492  0.14
H  -0.5588  1.2547  -2.5005  0.37
H  2.3971  0.3113  -2.4418  -0.26
H  1.4895  0.6273  -3.9430  0.24
H  2.4070  -0.8816  -3.7606  0.41
C  1.8773  4.5297  -4.9338  -0.76
S  2.5574  3.1028  -5.7909  0.41
O  3.0089  2.1609  -4.7252  -0.47
C  4.0303  3.9228  -6.4284  -1.04
H  0.9675  4.2186  -4.4288  0.15
H  2.5934  4.8878  -4.1948  0.25
H  1.6456  5.3186  -5.6522  0.46
H  4.6094  4.3351  -5.6016  0.29
H  3.7339  4.7149  -7.1163  0.39
H  4.6285  3.1850  -6.9600  0.36
C  4.7923  2.0000  -1.8745  -0.66
S  5.7611  2.8823  -0.6413  0.61
O  6.8295  3.6299  -1.3687  -0.71
C  6.5265  1.4159  0.0735  -0.96
H  4.2529  2.7284  -2.4766  0.11
H  5.4523  1.4169  -2.5167  0.40
H  4.0791  1.3458  -1.3729  0.16
H  7.0734  0.8729  -0.6974  0.32
H  5.7552  0.7795  0.5087  0.31
H  7.2156  1.7371  0.8525  0.33
C  -4.0797  -8.3967  5.6538  -0.95
S  -2.5235  -8.6463  4.7763  0.52
O  -2.6712  -8.0242  3.4373  -0.51
C  -2.7237  -10.4272  4.5643  -0.97
H  -4.1861  -7.3323  5.8537  0.31
H  -4.9115  -8.7370  5.0359  0.30
H  -4.0581  -8.9447  6.5972  0.34
H  -3.6456  -10.6337  4.0192  0.29
H  -2.7447  -10.9109  5.5423  0.35
H  -1.8733  -10.7964  3.9946  0.32
C  0.8562  4.6647  0.2366  -1.07
S  0.0675  5.4089  -1.1993  0.54
O  0.3253  4.4951  -2.3559  -0.48
C  1.2159  6.7895  -1.3463  -1.03
H  0.3202  3.7486  0.4775  0.34
H  1.8962  4.4300  0.0116  0.24
H  0.8022  5.3482  1.0818  0.46
H  2.2333  6.4144  -1.4661  0.30
H  1.1457  7.4131  -0.4556  0.42
H  0.9352  7.3740  -2.2214  0.31
C  -6.5562  -5.0851  -0.8133  -0.90
S  -6.8040  -3.7063  0.3205  0.50
O  -7.8424  -2.8175  -0.2851  -0.66
C  -5.2022  -2.9448  0.0264  -0.80
H  -7.4636  -5.6867  -0.8215  0.31
H  -6.3590  -4.7063  -1.8166  0.29
H  -5.7195  -5.6917  -0.4656  0.34
H  -5.0966  -2.7087  -1.0335  0.37
H  -4.4111  -3.6242  0.3445  0.25
H  -5.1447  -2.0307  0.6119  0.29
C  0.9692  3.4883  4.7428  -0.94
S  2.5813  3.4208  3.9406  0.40
O  2.5327  4.3527  2.7759  -0.55
C  2.3945  1.7506  3.2918  -0.89
H  0.8515  4.4751  5.1864  0.34
H  0.1828  3.3221  4.0062  0.28
H  0.9219  2.7300  5.5245  0.37
H  1.5141  1.6990  2.6508  0.32
H  2.3014  1.0476  4.1196  0.42
H  3.2831  1.5110  2.7109  0.26
C  -1.8844  6.1205  -4.6670  -0.76
S  -3.0849  7.1749  -3.8323  0.43
O  -2.9848  6.8769  -2.3765  -0.57
C  -4.5438  6.3174  -4.4512  -0.93
H  -0.8867  6.4516  -4.3848  0.09
H  -2.0230  5.0848  -4.3562  0.27
H  -2.0086  6.2147  -5.7467  0.49
H  -4.5067  5.2682  -4.1577  0.30
H  -4.5835  6.4065  -5.5372  0.34
H  -5.4234  6.7871  -4.0157  0.33

---

Below is the molecule C4H7ClN2O, with properties calculated with wB97M-V/def2-TZVPD.

Values from the calculation:
ΔE to the lowest compared entry with this formula, charge and spin ... 145.3 kcal per mole
Frontier orbital gap ... 8.5 eV
SMILES ... [H]/N=C(/NOC)C(=C)Cl

Last column: natural (NBO) charge in e.
CARTESIAN COORDINATES (ANGSTROEM)
C  2.1929  -0.5394  -0.1798  -0.26
C  -0.9061  1.0199  -0.0927  0.35
C  -1.4326  -0.4104  -0.2350  -0.01
C  -0.9893  -1.3696  0.6243  -0.37
H  1.7110  -1.0154  0.8644  0.17
H  2.7545  -1.5821  -0.7751  0.22
H  2.7790  0.2536  0.1613  0.19
H  0.6026  2.1379  -0.6035  0.40
H  -2.4989  1.9709  0.2115  0.35
H  0.0446  -1.1682  1.0333  0.21
H  -1.0824  -2.4775  0.4324  0.24
N  0.4804  1.0968  -0.2329  -0.35
N  -1.5368  2.1709  0.3883  -0.67
O  1.1804  0.2178  -1.0316  -0.39
Cl  -3.2993  -0.3051  -0.5648  -0.07

---

Below is a structure of composition C3H4N2O, with properties calculated with wB97M-V/def2-TZVPD.

Values from the calculation:
ΔE to the lowest compared entry with this formula, charge and spin ... 95.8 kcal per mole
Frontier orbital gap ... 10.3 eV

Last column: natural (NBO) charge in e.
CARTESIAN COORDINATES (ANGSTROEM)
C  -1.4390  -0.1728  0.1032  -0.64
C  0.0533  -0.3832  0.3217  0.13
N  0.7600  -1.1870  0.9923  -0.13
O  2.4176  -0.5456  0.4929  -0.21
N  2.1473  0.4120  -0.2882  0.03
C  0.9125  0.6480  -0.4998  -0.12
H  -1.6665  0.8627  0.3867  0.24
H  -2.1325  -0.8376  0.6227  0.24
H  -1.6189  -0.2540  -0.9763  0.24
H  0.5663  1.4575  -1.1552  0.23

---

Below is the molecule C3H5N, with properties calculated with wB97M-V/def2-TZVPD.

Values from the calculation:
ΔE to the lowest compared entry with this formula, charge and spin ... 46.4 kcal per mole
Frontier orbital gap ... 10.5 eV
SMILES ... C#CCN

Last column: natural (NBO) charge in e.
CARTESIAN COORDINATES (ANGSTROEM)
C  0.1072  -0.3906  0.4828  -0.30
C  0.7623  0.6067  -0.3328  0.00
C  1.2561  1.4750  -1.0113  -0.25
H  -1.9655  -0.1358  0.1296  0.36
H  -1.4309  -1.6829  0.4456  0.36
H  -0.0311  0.1302  1.4519  0.20
H  0.7438  -1.2452  0.6239  0.22
H  1.7503  2.0660  -1.7449  0.24
N  -1.1921  -0.8233  -0.0448  -0.82

---

Below is the molecule C2H4N2S3, with properties calculated with wB97M-V/def2-TZVPD.

Values from the calculation:
ΔE to the lowest compared entry with this formula, charge and spin ... 47.7 kcal per mole
Frontier orbital gap ... 7.8 eV
SMILES ... NNC(=S)C(=S)S

Last column: natural (NBO) charge in e.
CARTESIAN COORDINATES (ANGSTROEM)
C  -0.0232  0.6516  -0.5556  0.05
C  -1.2670  -0.0550  0.0524  -0.39
H  1.0283  0.3519  2.0871  0.38
H  0.8649  -1.2598  1.0749  0.38
H  1.9268  0.8347  -0.4186  0.40
H  -1.2065  -1.3384  -1.9900  0.14
N  1.3031  -0.3083  1.1283  -0.69
N  1.1819  0.3225  -0.0899  -0.41
S  -0.0768  1.7096  -1.8304  -0.12
S  -1.9234  -1.3865  -0.9002  0.14
S  -1.8082  0.4777  1.4421  0.12

---

Below is a structure of composition C39H26Cl2InN7O6S2, with properties calculated with wB97M-V/def2-TZVPD.

Values from the calculation:
Frontier orbital gap ... 6.1 eV
Net charge ... -2

Last column: Mulliken charge in e.
CARTESIAN COORDINATES (ANGSTROEM)
In  -0.1701  0.2292  -0.1053  1.63
Cl  -5.0771  0.7623  4.9321  -0.27
C  -3.5624  0.4905  4.1067  0.08
C  -3.5900  0.1830  2.7573  -0.79
C  -2.4099  -0.0459  2.0558  0.24
N  -2.3581  -0.2864  0.6793  0.19
C  -3.3351  -1.0232  0.1323  -0.32
O  -4.1680  -1.7350  0.7047  -0.72
C  -3.4384  -0.9623  -1.3765  1.05
C  -3.4250  -2.1426  -2.1178  -0.71
C  -3.5634  -2.0656  -3.4885  -0.19
C  -3.7724  -0.8208  -4.0691  -0.59
C  -3.8182  0.2885  -3.2421  -0.27
N  -3.6373  0.2337  -1.9237  -0.38
C  -1.1828  0.0492  2.7444  0.09
C  -1.1681  0.3533  4.1010  -0.87
C  -2.3548  0.5719  4.7814  -0.13
Cl  -2.2920  0.9388  6.4855  -0.27
N  -0.0335  -0.1235  1.9753  0.39
C  1.0590  -0.7650  2.4498  0.14
O  1.1820  -1.2093  3.5893  -0.82
C  2.1910  -0.8674  1.4425  0.46
C  3.4077  -1.2046  1.9496  -0.88
C  4.5285  -1.1469  1.0605  -0.65
C  4.3661  -0.7626  -0.2136  -1.48
C  3.0206  -0.4546  -0.7782  0.06
N  1.9384  -0.5167  0.1534  0.55
H  -4.5390  0.0999  2.2503  0.57
H  -3.2787  -3.0841  -1.6051  0.44
H  -3.5048  -2.9582  -4.1003  0.42
H  -3.8855  -0.7098  -5.1402  0.37
H  -3.9825  1.2782  -3.6551  0.42
H  -0.2275  0.3940  4.6273  0.57
H  3.4891  -1.4444  2.9978  0.52
H  5.5229  -1.3934  1.4215  0.36
H  5.1909  -0.6974  -0.9082  0.55
H  3.0232  0.4993  -1.3156  0.33
C  -1.1166  3.6749  -2.8167  -0.80
C  -1.1647  3.0296  -4.0465  -0.94
C  -0.9118  1.6711  -4.1203  -0.49
C  -0.6127  0.9492  -2.9654  0.07
C  -0.5583  1.5878  -1.7216  -0.24
C  -0.8129  2.9539  -1.6706  -0.34
C  -0.3821  -0.5240  -3.0333  2.00
C  -0.1434  -1.1967  -4.2585  -1.12
C  0.0545  -2.5388  -4.2557  -1.82
C  -0.0019  -3.2638  -3.0428  1.19
C  0.1746  -4.6616  -2.9641  -1.03
C  0.1217  -5.2981  -1.7553  -0.70
C  -0.0991  -4.5581  -0.5745  -0.99
C  -0.2599  -3.2017  -0.6226  -0.61
C  -0.2150  -2.5334  -1.8641  0.20
N  -0.3999  -1.1840  -1.8969  0.75
H  -1.3128  4.7396  -2.7531  0.37
H  -1.3989  3.5855  -4.9469  0.36
H  -0.9597  1.1768  -5.0821  0.27
H  -0.7649  3.4728  -0.7193  0.48
H  -0.0307  -0.6254  -5.1654  0.33
H  0.3032  -3.0620  -5.1703  0.35
H  0.3686  -5.2145  -3.8758  0.42
H  0.2645  -6.3702  -1.6973  0.36
H  -0.1306  -5.0639  0.3821  0.47
H  -0.4279  -2.6330  0.2854  0.48
N  4.9130  3.4500  3.7257  -0.46
C  3.5765  3.6547  3.4645  0.17
O  2.8113  4.0665  4.3125  -0.63
C  3.1657  3.3559  2.0628  0.56
C  3.9863  3.6260  0.9759  -0.47
C  3.5484  3.2974  -0.2924  -0.98
C  2.3152  2.6768  -0.4243  -0.42
N  1.5363  2.3824  0.6180  0.46
C  1.9399  2.7406  1.8314  -0.74
H  5.1471  3.4625  4.7056  0.25
H  5.3959  2.7676  3.1638  0.24
H  4.9486  4.1023  1.1223  0.47
H  4.1505  3.4820  -1.1713  0.47
H  1.9570  2.3722  -1.4021  0.46
H  1.2963  2.4729  2.6626  0.46
O  2.9218  -2.2171  -4.1524  -0.64
S  3.3960  -1.1134  -3.3435  1.13
O  4.8343  -1.0495  -3.1727  -0.72
O  2.7433  -1.4297  -1.9060  -0.21
S  2.6768  0.6472  -3.9279  -0.53

---

Below is the molecule C16H15ClF4N4O3, with properties calculated with wB97M-V/def2-TZVPD.

Values from the calculation:
ΔE to the lowest compared entry with this formula, charge and spin ... 44.7 kcal per mole
Frontier orbital gap ... 9.0 eV
SMILES ... Cn1ccnc1[C@](O)(CCNC(=O)C(=O)Nc1ccc(Cl)c(F)c1)C(F)(F)F

Last column: natural (NBO) charge in e.
CARTESIAN COORDINATES (ANGSTROEM)
O  2.1465  -0.4141  -2.1517  -0.56
O  2.4897  1.7695  0.6446  -0.63
F  4.0466  -4.9655  -2.5224  -0.29
F  -4.5644  1.7739  0.6716  -0.31
F  -3.9387  2.9335  -1.1357  -0.33
F  -3.7026  3.7928  0.8118  -0.33
Cl  5.1615  -6.5426  -0.3486  0.02
N  -1.9764  0.5495  2.0407  -0.48
O  -1.7860  0.9438  -0.6662  -0.70
C  2.5408  -0.0365  -1.0733  0.61
C  2.0802  1.3104  -0.4184  0.57
C  -1.8312  1.7979  1.6642  0.32
C  -1.9023  0.5458  3.4007  -0.07
C  -1.8095  1.7987  3.9001  -0.11
C  4.7645  -4.1832  0.8516  -0.19
C  4.2552  -2.8496  0.9372  -0.24
C  3.7262  -2.9688  -1.3603  -0.28
C  4.0682  -4.3419  -1.3794  0.37
C  4.5469  -4.9265  -0.3306  -0.13
C  3.7916  -2.1262  -0.2259  0.16
N  3.2265  -0.8244  -0.1444  -0.59
N  -1.5500  2.5791  2.7686  -0.35
N  0.9835  1.9530  -0.8783  -0.58
C  -1.1051  3.9287  2.9715  -0.40
C  -3.6158  2.6139  0.1440  0.95
C  0.2449  3.0960  -0.4134  -0.22
C  -1.2498  3.0600  -0.7106  -0.41
C  -2.1208  2.0768  0.1364  0.16
H  -2.2194  0.1300  -0.3770  0.50
H  -1.8385  -0.4021  3.9309  0.21
H  -1.6209  1.9872  4.9803  0.23
H  5.2792  -4.7005  1.7199  0.24
H  4.2717  -2.2279  1.8524  0.22
H  3.3258  -2.6005  -2.3017  0.25
H  3.1716  -0.5086  0.7939  0.42
H  0.4885  1.3497  -1.4919  0.41
H  -0.9223  4.4974  2.0979  0.22
H  -0.1015  3.9373  3.5396  0.21
H  -1.7942  4.4858  3.6055  0.22
H  0.5552  3.9240  -1.1281  0.21
H  0.4289  3.4612  0.6218  0.23
H  -1.6526  4.0649  -0.4564  0.22
H  -1.5373  3.0126  -1.8163  0.25

---

Below is the molecule C4H6N2O, with properties calculated with wB97M-V/def2-TZVPD.

Values from the calculation:
ΔE to the lowest compared entry with this formula, charge and spin ... 106.5 kcal per mole
Frontier orbital gap ... 8.2 eV
SMILES ... CC(=C=CN)N=O

Last column: natural (NBO) charge in e.
CARTESIAN COORDINATES (ANGSTROEM)
C  -2.3281  -0.0486  0.0215  -0.64
C  -0.8787  -0.0391  -0.3760  -0.04
N  -0.6905  -0.3136  -1.8144  0.13
O  0.4524  -0.4480  -2.1688  -0.29
C  1.4430  0.5542  0.5727  -0.02
N  2.4618  -0.2740  1.0224  -0.79
C  0.1827  0.2395  0.3474  0.00
H  -2.9076  -0.6153  -0.7139  0.23
H  -2.4763  -0.4899  1.0099  0.23
H  -2.7309  0.9707  0.0432  0.22
H  3.3837  0.0925  0.8339  0.38
H  2.3779  -1.2363  0.7223  0.38
H  1.7104  1.6079  0.4997  0.22

---

Number 1: HOMO level -0.17610 hartree. Number 2: HOMO level -0.33575 hartree. Number 3: HOMO level -0.37735 hartree. Number 4: HOMO level -0.34925 hartree. Number 5: HOMO level -0.31828 hartree. Number 6: HOMO level -0.07256 hartree. Number 7: HOMO level -0.32858 hartree. Number 8: HOMO level -0.31175 hartree.